Run A
Below is the molecule C6H8N2, with properties calculated with ωB97M-V/def2-TZVPD.

The value obtained for the frontier orbital gap is 8.251 eV. As for the structure (SMILES): C1=CN2C[C@@H]2C=NC1. The value obtained for the LUMO energy is 0.019 Ha.

Each line ends with the Löwdin charge.
Cartesian coordinates (Å):
C -1.910 -0.134 0.458  -0.0915
C -1.144 -0.652 -0.693  -0.2042
C 0.232 -1.081 -0.217  -0.2175
C -0.010 1.405 -0.448  -0.1767
C 0.730 0.840 0.453  -0.1393
C 2.118 0.177 0.086  -0.1118
H -1.431 -0.218 1.528  0.1364
H -2.954 -0.255 0.558  0.0818
H -1.745 -1.221 -1.415  0.1397
H 0.210 -1.332 0.828  0.0824
H 0.146 2.064 -1.356  0.1430
H 0.526 0.084 1.333  0.1285
H 2.528 -0.645 0.742  0.1296
H 2.711 0.814 -0.557  0.0992
N 1.304 -0.698 -0.761  0.0141
N -1.311 0.851 -0.540  -0.0136


Run B
Below is the molecule C6H8N2, with properties calculated with ωB97M-V/def2-TZVPD.

The value obtained for the frontier orbital gap is 8.704 eV. As for the structure (SMILES): [H]/N=C(\C#C)NC(=C)C. The value obtained for the LUMO energy is 0.009 Ha.

Each line ends with the Löwdin charge.
Cartesian coordinates (Å):
C 1.697 -0.897 0.458  -0.0808
C 0.608 0.168 1.074  -0.3536
C 0.785 0.526 2.379  -0.0219
C -0.679 -0.093 -1.165  -0.3719
C -1.993 0.440 -1.510  -0.0959
C -2.877 1.211 -1.803  0.0951
H 0.890 -1.643 0.133  0.0759
H 2.196 -1.204 1.417  0.0488
H 2.484 -0.576 -0.396  0.1030
H 1.990 0.660 2.781  0.1347
H -0.026 0.787 3.140  0.0562
H -1.372 0.328 0.727  0.1244
H 0.176 -0.951 -2.953  0.0806
H -3.705 1.649 -2.520  0.0960
N -0.538 0.073 0.232  0.0337
N 0.363 -0.478 -1.996  0.0757


Most stable of them? run B.


Run A
Below is a cluster of 3 separate species, C6H8N2 in total, with properties calculated with ωB97M-V/def2-TZVPD.

The value obtained for the frontier orbital gap is 9.109 eV. The value obtained for the LUMO energy is 0.019 Ha.

Each line ends with the Löwdin charge.
Cartesian coordinates (Å):
C 2.471 -1.139 0.143  0.0140
C 1.223 -0.136 -0.091  -0.2193
C 1.043 1.257 0.143  -0.0630
C -0.199 1.762 0.065  -0.1808
C -1.136 -0.361 -0.217  -0.5049
C -2.339 -1.110 0.174  -0.1112
H 2.654 -1.675 0.950  0.0123
H 3.269 -0.495 -0.015  0.0368
H 2.488 -1.958 -0.597  0.0872
H 1.930 2.016 0.045  0.1355
H -0.238 2.966 -0.107  0.1558
H -1.791 -2.168 0.480  0.0841
H -3.457 -1.403 -0.732  0.1745
H -2.973 -0.701 1.426  0.1829
N -1.262 0.970 -0.042  0.0890
N 0.082 -0.717 -0.351  0.1071


Run B
Below is the molecule C6H8N2, with properties calculated with ωB97M-V/def2-TZVPD.

The value obtained for the frontier orbital gap (alpha / beta) is 8.724 / 5.774 eV. The value obtained for the LUMO energy (alpha / beta) is 0.002 / -0.017 Ha.

Each line ends with the Löwdin charge.
Cartesian coordinates (Å):
C 0.448 0.672 1.099  -0.2261
N 1.162 0.140 2.105  0.1092
C 1.090 1.082 -0.117  -0.1066
C -0.793 0.070 -1.382  -0.4697
C 0.444 0.921 -1.293  -0.0857
N -0.286 -0.761 -2.374  0.0806
C -1.051 -0.650 0.018  -0.1404
C -1.575 -1.539 0.667  0.0930
H -0.486 1.123 1.402  0.1278
H 0.686 -0.171 2.937  0.1048
H 2.027 -0.333 1.889  0.1109
H -0.778 -1.656 -2.342  0.0393
H 2.109 1.455 -0.066  0.1036
H -1.754 0.590 -1.538  0.1373
H 0.782 1.395 -2.205  0.1055
H -2.025 -2.338 1.201  0.0166


Run C
Below is a structure of composition C6H8N2, with properties calculated with ωB97M-V/def2-TZVPD.

The value obtained for the frontier orbital gap (alpha / beta) is 7.615 / 7.616 eV. The value obtained for the LUMO energy (alpha / beta) is -0.042 / -0.042 Ha.

Each line ends with the Löwdin charge.
Cartesian coordinates (Å):
C -0.140 0.546 1.679  -0.1164
C 1.182 1.095 1.633  -0.1187
C -0.365 0.683 3.069  -0.0983
C 1.089 0.165 -0.281  0.0244
C -0.948 -1.390 0.001  -0.0509
C -0.318 0.003 0.188  -0.3288
N 1.730 1.414 2.818  -0.0224
N 0.763 1.223 3.566  -0.0464
H -1.234 0.609 3.569  0.0556
H 1.091 0.536 -1.276  0.1088
H 1.732 -0.673 -0.008  0.1238
H 1.636 1.020 0.426  0.1158
H -1.928 -1.418 0.598  0.1158
H -0.345 -2.120 0.438  0.0568
H -1.228 -1.627 -0.964  0.0457
H -1.038 0.654 -0.332  0.1352


Run D
Below is a cluster of 2 separate species, C6H8N2 in total, with properties calculated with ωB97M-V/def2-TZVPD.

The value obtained for the frontier orbital gap is 8.661 eV. As for the structure (SMILES): C=CNC#N.C#CC. The value obtained for the LUMO energy is 0.003 Ha.

Each line ends with the Löwdin charge.
Cartesian coordinates (Å):
C 2.259 -0.740 -1.398  -0.0992
C 0.889 -0.288 -1.127  -0.2229
C -0.234 -0.043 -1.573  0.1076
C 0.960 0.359 0.947  -0.3376
N 2.034 0.766 1.172  0.1716
H 2.503 -1.569 -0.741  0.0808
H 2.945 0.074 -1.154  0.0738
H 2.374 -1.066 -2.432  0.0834
H -1.211 0.871 -0.245  0.0752
H -1.161 -0.188 -2.067  0.0633
C -2.718 0.411 1.187  -0.0029
N -0.321 0.202 1.483  0.0297
C -1.453 0.598 0.834  -0.2653
H -0.355 0.007 2.470  0.1503
H -3.522 0.757 0.561  0.0411
H -2.989 -0.150 2.080  0.0511


Most stable of them? run D.


Run A
Below is the molecule C6H8N2, with properties calculated with ωB97M-V/def2-TZVPD.

The value obtained for the frontier orbital gap is 8.437 eV. As for the structure (SMILES): [H]/N=C/N1C=C[C@@H]2C[C@@H]21. The value obtained for the LUMO energy is 0.031 Ha.

Each line ends with the Löwdin charge.
Cartesian coordinates (Å):
C 0.842 1.634 0.814  -0.1775
C -1.313 0.852 -0.108  -0.0583
C -1.880 -0.288 -0.806  -0.0518
C -0.841 -1.195 -0.845  -0.3026
C 0.031 -1.829 0.325  -0.0131
C 0.524 -0.528 -0.502  -0.1857
H 2.863 1.625 1.427  0.0041
H 0.528 2.656 0.660  0.1100
H -1.615 1.702 0.533  0.1203
H -2.905 -0.102 -1.165  0.0983
H -0.598 -1.734 -1.727  0.1139
H 0.783 -2.581 -0.005  0.0928
H -0.102 -1.768 1.442  0.1112
H 1.559 -0.321 -1.197  0.1992
N 2.072 1.101 1.118  0.0782
N 0.053 0.778 0.034  -0.1389


Run B
Below is the molecule C6H8N2, with properties calculated with ωB97M-V/def2-TZVPD.

The value obtained for the frontier orbital gap is 8.058 eV. As for the structure (SMILES): C=NN1C[C@H]1C#CC. The value obtained for the LUMO energy is 0.014 Ha.

Each line ends with the Löwdin charge.
Cartesian coordinates (Å):
C -4.016 -0.423 -0.221  -0.1552
C -2.619 0.116 -0.002  -0.0828
C -1.307 0.005 -0.094  0.0459
C 0.019 0.221 0.654  -0.1687
C 0.963 1.266 -0.136  -0.0709
C 3.362 -0.613 -0.532  0.0168
H -4.778 -0.936 0.652  0.1432
H -4.571 0.483 -0.683  0.0818
H -3.732 -1.308 -0.847  0.0713
H 0.103 0.276 1.677  0.0977
H 1.762 1.740 0.342  0.0648
H 0.544 2.136 -0.864  0.1556
H 3.369 -0.047 -1.626  0.1046
H 4.188 -1.159 -0.153  -0.0134
N 1.269 -0.106 -0.017  -0.2936
N 2.260 -0.553 0.515  0.0029


Most stable of them? run A.


Run A
Below is the molecule C6H8N2, with properties calculated with ωB97M-V/def2-TZVPD.

The value obtained for the frontier orbital gap is 9.173 eV. As for the structure (SMILES): C=Cc1nccn1C. The value obtained for the LUMO energy is 0.032 Ha.

Each line ends with the Löwdin charge.
Cartesian coordinates (Å):
C -1.145 -1.275 1.400  -0.0613
C 0.837 -1.643 -0.237  -0.1061
C 1.530 -0.833 -1.113  -0.0825
C -0.124 0.338 -0.233  -0.3516
C -0.816 1.490 0.299  -0.1116
C -0.434 2.723 -0.005  0.0361
H -0.693 -1.636 2.401  0.1174
H -1.844 -0.525 1.576  0.0468
H -1.664 -2.223 1.143  0.0943
H 0.925 -2.767 0.147  0.1524
H 2.350 -1.068 -1.758  0.0812
H -1.690 1.368 0.909  0.0817
H 0.579 2.756 -0.343  0.0588
H -0.942 3.516 0.470  0.0467
N -0.202 -0.977 0.382  -0.0940
N 0.758 0.375 -1.126  0.0916


Run B
Below is the molecule C6H8N2, with properties calculated with ωB97M-V/def2-TZVPD.

The value obtained for the frontier orbital gap is 8.578 eV. As for the structure (SMILES): C=C/C(=C\C#N)NC. The value obtained for the LUMO energy is 0.007 Ha.

Each line ends with the Löwdin charge.
Cartesian coordinates (Å):
C -2.123 -1.103 0.167  -0.1073
C -0.078 0.370 -0.304  -0.4029
C 0.645 1.626 -0.122  -0.1533
C 1.911 1.823 0.118  -0.0145
C 0.476 -0.891 -0.263  -0.0464
C 1.961 -1.508 -0.064  -0.2155
H -1.866 -2.088 -0.243  0.0303
H -3.277 -1.005 0.192  0.0826
H -1.936 -1.287 1.373  0.1323
H -2.255 1.004 -0.109  0.2112
H 0.259 2.717 -0.272  0.1360
H 2.584 1.039 0.773  0.1250
H 2.424 2.755 -0.105  0.0560
H -0.337 -1.821 -0.563  0.1296
N -1.410 0.248 -0.426  -0.0551
N 3.022 -1.880 -0.154  0.0921


Run C
Below is the molecule C6H8N2, with properties calculated with ωB97M-V/def2-TZVPD.

The value obtained for the frontier orbital gap (alpha / beta) is 7.799 / 6.850 eV. The value obtained for the LUMO energy (alpha / beta) is -0.013 / -0.022 Ha.

Each line ends with the Löwdin charge.
Cartesian coordinates (Å):
C 0.261 -0.358 -1.084  -0.4476
N 0.878 -0.826 -2.308  0.0280
C 0.146 -1.439 -0.066  -0.0860
C -0.448 -0.218 1.856  -0.1651
C -0.947 0.989 1.293  -0.1180
N -0.107 -1.324 1.201  0.0568
C 0.856 0.898 -0.536  0.0049
C 0.484 1.512 0.527  -0.0791
H -0.786 -0.010 -1.233  0.1565
H 1.140 -0.037 -2.896  0.0736
H 0.265 -1.452 -2.829  0.0771
H 0.432 -2.433 -0.393  0.1106
H -0.202 -0.237 2.910  0.1100
H -1.266 1.736 2.013  0.0988
H -1.652 0.892 0.471  0.0998
H 0.947 2.308 1.077  0.0797


Most stable of them? run A.


Run A
Below is the molecule C3H9NO3, with properties calculated with ωB97M-V/def2-TZVPD.

The value obtained for the frontier orbital gap is 9.923 eV. As for the structure (SMILES): C[C@@H](OO)N(C)O. The value obtained for the LUMO energy is 0.030 Ha.

Each line ends with the Löwdin charge.
Cartesian coordinates (Å):
C 0.365 0.634 0.001  -0.3800
C -2.015 0.037 -0.453  -0.0813
C 1.239 0.690 1.242  -0.0256
N -0.809 -0.281 0.278  -0.2115
O 0.943 0.225 -1.203  -0.0923
O -0.440 -1.620 0.043  -0.0465
O 2.134 -0.582 -0.953  -0.0159
H -0.477 -1.788 -0.918  0.1008
H 1.779 -1.408 -0.579  0.0861
H -0.052 1.622 -0.221  0.1514
H -2.796 -0.651 -0.130  0.0884
H -2.310 1.054 -0.205  0.0871
H -1.888 -0.041 -1.542  0.0897
H 2.149 1.242 1.024  0.0855
H 1.492 -0.312 1.577  0.0803
H 0.687 1.178 2.038  0.0838


Run B
Below is the molecule C3H9NO3, with properties calculated with ωB97M-V/def2-TZVPD.

The value obtained for the frontier orbital gap is 9.860 eV. As for the structure (SMILES): C[C@H](O)N(O)CO. The value obtained for the LUMO energy is 0.028 Ha.

Each line ends with the Löwdin charge.
Cartesian coordinates (Å):
C 0.522 0.417 0.686  -0.4296
C 0.531 -1.266 -1.122  -0.2556
C -0.881 0.245 1.273  -0.0270
N 0.653 0.109 -0.725  -0.1424
O -0.276 0.886 -1.492  -0.0213
O 0.965 1.754 0.793  -0.0130
O -0.724 -1.854 -0.913  -0.0432
H 0.128 1.764 -1.517  0.1029
H 0.829 2.051 1.698  0.0934
H -1.374 -1.317 -1.384  0.0917
H 1.229 -0.256 1.198  0.1515
H 0.800 -1.298 -2.188  0.1299
H 1.253 -1.847 -0.546  0.1332
H -1.194 -0.791 1.178  0.0714
H -0.879 0.521 2.325  0.0764
H -1.581 0.883 0.736  0.0817


Run C
Below is a cluster of 2 separate species, C3H9NO3 in total, with properties calculated with ωB97M-V/def2-TZVPD.

The value obtained for the frontier orbital gap is 10.444 eV. As for the structure (SMILES): C[C@H](N)C(=O)O.O. The value obtained for the LUMO energy is 0.026 Ha.

Each line ends with the Löwdin charge.
Cartesian coordinates (Å):
O 0.402 1.025 -2.558  0.0915
C 0.194 -0.123 -2.187  -0.4090
O -0.375 -0.975 -3.127  0.0622
C 0.663 -0.733 -0.791  -0.3181
C -0.361 -1.737 -0.220  -0.0558
N 0.700 0.375 0.226  0.0334
H 0.220 -0.852 -3.870  0.1069
H 1.575 -1.351 -0.998  0.1459
H -0.116 -2.606 -0.771  0.0668
H -1.326 -1.343 -0.365  0.0765
H -0.161 -1.931 0.778  0.0519
H 1.375 1.054 0.028  0.0346
H 0.938 0.018 1.213  0.1139
H -1.491 3.586 3.640  0.0919
H -1.292 2.736 4.903  -0.0536
O -0.946 2.858 4.097  -0.0391


Run D
Below is a cluster of 2 separate species, C3H9NO3 in total, with properties calculated with ωB97M-V/def2-TZVPD.

The value obtained for the frontier orbital gap is 10.593 eV. As for the structure (SMILES): O=CNCCO.O. The value obtained for the LUMO energy is 0.022 Ha.

Each line ends with the Löwdin charge.
Cartesian coordinates (Å):
C -0.416 -0.745 -1.429  -0.3116
N -0.623 0.255 -0.543  -0.0469
C -1.613 0.458 0.440  -0.1996
C -1.040 0.267 1.879  -0.2305
O 0.044 -0.616 2.026  -0.0431
O 0.532 -1.521 -1.255  0.0098
H -1.184 -1.045 -2.161  0.1381
H 0.249 0.654 -0.128  0.1512
H -2.363 -0.335 0.170  0.1337
H -2.068 1.452 0.208  0.1253
H -1.796 -0.125 2.602  0.1333
H -0.746 1.305 2.084  0.1095
H 0.572 -0.636 1.248  0.0427
H 3.447 -0.525 -1.632  -0.0417
H 3.123 0.900 -1.767  0.0629
O 3.882 0.255 -1.742  -0.0330


Most stable of them? run C.


Run A
Below is a cluster of 2 separate species, C3H9NO3 in total, with properties calculated with ωB97M-V/def2-TZVPD.

The value obtained for the frontier orbital gap is 9.524 eV. As for the structure (SMILES): NCCC(=O)O.O. The value obtained for the LUMO energy is 0.021 Ha.

Each line ends with the Löwdin charge.
Cartesian coordinates (Å):
C 0.416 -0.747 1.912  -0.2372
C 0.726 0.747 1.627  -0.0860
C 0.919 0.739 0.099  -0.3994
O 0.910 2.095 -0.331  0.0299
O 1.174 -0.180 -0.722  0.0628
N -0.714 -0.896 2.958  -0.0663
H 1.339 -1.147 2.343  0.0931
H 0.101 -1.515 1.096  0.1368
H 1.526 1.061 2.210  0.0937
H -0.119 1.361 2.084  0.1390
H 0.488 2.020 -1.220  0.1202
H -1.183 -0.102 3.287  -0.0091
H -1.646 -1.534 2.921  0.1227
H -0.866 -1.203 -6.442  0.0120
H -1.476 0.107 -5.815  0.0189
O -1.595 -0.808 -6.008  -0.0309


Run B
Below is a cluster of 2 separate species, C3H9NO3 in total, with properties calculated with ωB97M-V/def2-TZVPD.

The value obtained for the frontier orbital gap is 9.838 eV. As for the structure (SMILES): O=CCNCO.O. The value obtained for the LUMO energy is 0.021 Ha.

Each line ends with the Löwdin charge.
Cartesian coordinates (Å):
O -0.232 2.630 0.363  0.0212
C 0.449 1.612 0.228  -0.2048
C -0.165 0.228 0.503  -0.1606
N 0.917 -0.720 0.944  -0.0834
C 1.450 -1.738 0.041  -0.2359
O 1.330 -1.424 -1.441  -0.0831
H 1.324 1.424 -0.443  0.1308
H -0.580 -0.258 -0.409  0.1253
H -1.010 0.431 1.277  0.1506
H 0.643 -1.394 1.635  0.0913
H 2.493 -2.185 0.290  0.1422
H 0.699 -2.584 0.107  0.1162
H 1.909 -2.046 -1.806  0.0295
H -3.621 2.187 -1.016  0.0252
H -2.338 2.034 -0.053  0.0000
O -3.269 1.803 -0.219  -0.0646


Run C
Below is a cluster of 2 separate species, C3H9NO3 in total, with properties calculated with ωB97M-V/def2-TZVPD.

The value obtained for the frontier orbital gap is 10.201 eV. As for the structure (SMILES): CC(=O)NCO.O. The value obtained for the LUMO energy is 0.022 Ha.

Each line ends with the Löwdin charge.
Cartesian coordinates (Å):
O -1.985 0.849 1.698  0.0780
C -1.188 0.841 0.825  -0.5069
N -0.691 2.084 0.485  0.0579
C 0.348 2.410 -0.422  -0.3421
O -0.108 2.258 -1.675  -0.0340
C -0.577 -0.434 0.202  0.0354
H -1.168 2.949 0.687  0.1368
H 1.095 1.633 -0.356  0.1181
H 0.688 3.476 -0.210  0.1515
H -0.564 3.022 -2.083  0.1149
H -1.304 -1.204 0.138  0.0796
H 0.194 -0.697 0.751  0.0250
H -0.097 -0.214 -0.773  0.0859
H 3.162 -6.848 -1.325  -0.0067
H 2.262 -6.193 -0.468  0.0848
O 3.226 -6.535 -0.446  -0.0781


Most stable of them? run C.